This record from OMol25 describes a gas-phase ion, C7H16N (charge +1). The level of theory is ωB97M-V/def2-TZVPD.

The calculation puts the gap between HOMO and LUMO at 0.3944 hartree. The energy above the lowest of the compared OMol25 structures with the same formula, charge and spin is 68.1 kJ/mol. Its net charge is +1.

The geometry in XYZ format:
```
24
Properties=species:S:1:pos:R:3:mulliken_charge:R:1
C 0.64057 -0.03493 -2.34892 -1.39
C 1.68826 -0.58125 -1.73222 0.14
C 1.72896 -1.36704 -0.46244 -0.69
C 0.37238 -1.60204 0.19087 -0.76
C -0.14088 -0.50481 1.14466 -0.78
C -1.16729 0.47812 0.59151 0.18
C -2.00925 1.10511 1.67899 -1.51
N -0.38952 1.59508 -0.07958 -0.17
H 0.82417 0.64010 -3.17750 0.32
H -0.40675 -0.20957 -2.12938 0.47
H 2.64889 -0.27894 -2.14317 0.31
H 2.49014 -0.98802 0.22960 0.40
H 2.18898 -2.34114 -0.66638 0.38
H 0.47575 -2.51255 0.77904 0.36
H -0.32423 -1.82982 -0.61579 0.41
H 0.71423 0.11015 1.45271 0.39
H -0.48820 -1.00698 2.04349 0.47
H -1.79584 0.03838 -0.17869 0.36
H -2.55700 1.99365 1.36797 0.37
H -1.33113 1.40896 2.49637 0.38
H -2.63043 0.42127 2.25784 0.40
H -0.98193 2.35270 -0.40473 0.40
H 0.13822 1.20895 -0.88469 0.16
H 0.31190 1.90460 0.59045 0.42
```

This record from OMol25 describes 2 unconnected molecules or ions with the total composition C7H16N. The level of theory is ωB97M-V/def2-TZVPD.

The calculation puts the gap between HOMO and LUMO at 0.3130 hartree. The energy above the lowest of the compared OMol25 structures with the same formula, charge and spin is 148.6 kJ/mol. Its net charge is +1.

The geometry in XYZ format:
```
24
Properties=species:S:1:pos:R:3:mulliken_charge:R:1
C 1.31369 2.17876 -2.89275 -1.27
C 1.07625 2.14384 -1.40162 -0.25
C -0.79389 1.15613 -0.16377 -0.23
N 0.09276 1.08683 -1.06697 0.05
H 1.75867 1.25372 -3.25273 0.40
H 0.38312 2.35370 -3.42779 0.36
H 1.99725 2.99563 -3.11709 0.37
H 1.98804 1.92082 -0.83735 0.26
H 0.69301 3.07711 -1.00383 0.35
H -1.54527 0.38666 -0.06406 0.31
H -0.81615 2.03123 0.47128 0.26
H 0.14299 0.26375 -1.66209 0.36
C -2.08567 -1.97263 1.56948 -1.14
C -0.65541 -2.48009 1.76518 -0.42
C 0.33866 -1.63821 1.02283 -0.11
C 1.13500 -0.73675 1.58066 -0.80
H -2.37247 -1.99260 0.51567 0.29
H -2.79369 -2.59120 2.11787 0.37
H -2.19127 -0.96107 1.96706 0.27
H -0.58610 -3.51999 1.45063 0.31
H -0.41284 -2.45924 2.82859 0.31
H 0.44559 -1.85208 -0.04012 0.37
H 1.81159 -0.11990 1.00175 0.33
H 1.07616 -0.52441 2.63917 0.26
```

This record from OMol25 describes a gas-phase ion, C7H16N (charge +1). The level of theory is ωB97M-V/def2-TZVPD.

The calculation puts the gap between HOMO and LUMO at 0.3079 hartree. The energy above the lowest of the compared OMol25 structures with the same formula, charge and spin is 73.4 kJ/mol. Its net charge is +1.

The geometry in XYZ format:
```
24
Properties=species:S:1:pos:R:3:mulliken_charge:R:1
C 0.04091 0.46518 3.54327 -1.28
C 0.47224 0.12922 2.14721 -0.33
C -0.33303 -0.02847 1.09739 0.57
C -1.83990 -0.07978 1.21477 -1.46
C 0.25968 -0.39374 -0.24273 -0.67
C -0.34279 0.41093 -1.41967 -0.45
C 0.67699 0.58578 -2.52627 -0.89
N 1.16724 -0.78772 -2.98110 -0.29
H -0.04077 1.55067 3.61255 0.28
H -0.87175 -0.00866 3.89546 0.36
H 0.76401 0.11285 4.28050 0.36
H 1.54538 0.04817 2.00792 0.29
H -2.27603 -0.77175 0.49113 0.35
H -2.30091 0.89042 1.04315 0.32
H -2.10809 -0.40829 2.20964 0.40
H 1.34412 -0.25577 -0.14671 0.52
H 0.16326 -1.46457 -0.46364 0.32
H -1.21683 -0.12810 -1.77181 0.35
H -0.66090 1.39942 -1.09347 0.39
H 0.33687 1.05980 -3.44188 0.42
H 1.56156 1.08362 -2.13636 0.41
H 1.84045 -1.24315 -2.38419 0.34
H 1.45802 -0.73965 -3.94593 0.37
H 0.36026 -1.42640 -2.98925 0.34
```

This record from OMol25 describes a molecular structure, C7H16N2O. The level of theory is ωB97M-V/def2-TZVPD.

The calculation puts the gap between HOMO and LUMO at 0.3365 hartree. The energy above the lowest of the compared OMol25 structures with the same formula, charge and spin is 409.1 kJ/mol. Its net charge is 0.

The geometry in XYZ format:
```
26
Properties=species:S:1:pos:R:3:mulliken_charge:R:1
C -0.76816 0.82122 -0.42834 0.36
C 0.49439 -1.10680 -0.13768 0.68
C -2.27654 1.04379 -0.32484 -1.70
C 1.02870 1.41508 1.42772 -1.56
C 1.94448 -0.99464 -0.56304 -1.64
C 0.08064 -2.54894 0.14675 -1.67
N -0.40583 -0.43740 -1.08247 -0.42
C -0.12909 0.57041 0.97911 1.63
N -0.06326 1.89493 -1.13547 -0.57
O -0.86158 -0.01015 1.91399 -0.80
H -1.22383 -0.99832 -1.28455 0.31
H 0.04810 -0.80707 1.14853 0.14
H -0.41828 2.80600 -0.86219 0.26
H -0.21253 1.78257 -2.13242 0.30
H -2.71270 1.03541 -1.32602 0.40
H -2.48944 2.00815 0.13898 0.42
H -2.73910 0.26744 0.28273 0.37
H 0.60186 2.35269 1.79826 0.42
H 1.53576 0.93713 2.26482 0.37
H 1.71796 1.63717 0.61874 0.37
H 2.61256 -1.28654 0.24946 0.30
H -0.88968 -2.59058 0.64757 0.41
H 2.16802 0.01388 -0.90373 0.37
H 2.13525 -1.65901 -1.41217 0.41
H 0.00971 -3.09281 -0.79991 0.46
H 0.81261 -3.05360 0.77618 0.38
```

This record from OMol25 describes a molecular structure, C7H16N2O. The level of theory is ωB97M-V/def2-TZVPD.

The calculation puts the gap between HOMO and LUMO at 0.3051 hartree. The energy above the lowest of the compared OMol25 structures with the same formula, charge and spin is 442.3 kJ/mol. Its net charge is 0.

The geometry in XYZ format:
```
26
Properties=species:S:1:pos:R:3:mulliken_charge:R:1
C -0.94210 1.43295 -1.17151 -0.49
C 1.35970 1.71582 0.52143 -1.41
C -0.00077 1.07950 0.55952 0.80
C -0.86078 1.35402 1.54417 -0.97
O -1.93978 0.69107 -1.40528 -0.74
H -1.85634 -0.83894 -0.57620 0.35
H -0.01950 1.29544 -1.76419 0.32
H -1.11221 2.49149 -0.92230 0.45
H 2.13120 1.04264 0.13888 0.28
H 1.35904 2.58347 -0.14371 0.31
H 1.69281 2.04848 1.50830 0.43
H -0.62460 2.03319 2.35964 0.32
H -1.86266 0.93566 1.54944 0.27
C 0.74512 -1.19574 -1.09965 -1.02
C 0.72780 -1.42242 1.44586 -1.68
C -0.03171 -0.98121 0.21522 0.97
N 0.00174 -1.46238 -2.31350 -0.67
N -1.33589 -1.34759 0.16376 -0.39
H -0.51187 -2.33169 -2.22757 0.33
H -0.68431 -0.73581 -2.49683 0.33
H -1.81780 -1.34408 1.05310 0.32
H 1.41177 -0.34990 -1.26733 0.27
H 1.40088 -2.05436 -0.91637 0.44
H 0.88113 -2.50451 1.39243 0.47
H 1.70571 -0.94610 1.49382 0.32
H 0.18343 -1.18901 2.35884 0.42
```

This record from OMol25 describes a molecular structure, C7H16N2O3PS. The level of theory is ωB97M-V/def2-TZVPD.

The calculation puts the gap between HOMO and LUMO at 0.2714 hartree. The energy above the lowest of the compared OMol25 structures with the same formula, charge and spin is 238.6 kJ/mol. Its net charge is +1.

The geometry in XYZ format:
```
30
Properties=species:S:1:pos:R:3:mulliken_charge:R:1
C 1.21685 2.03789 0.46461 -1.07
C 1.21093 -1.22891 1.41405 -0.23
C 1.56358 -1.82376 -0.45898 -0.56
C -0.30331 2.22637 -0.05686 -0.86
C 1.96907 0.81060 -0.17485 0.35
C 1.32820 -0.52143 0.17489 0.34
C -3.65361 -1.49649 -0.27432 -1.00
N -1.13606 -0.40180 -0.57529 -0.46
N 2.24364 1.03928 -1.59145 -0.54
O -1.11394 0.37788 1.73747 -0.65
O -2.66625 1.59718 0.29547 -0.59
O 1.44001 -2.43775 0.78314 -0.38
P -1.84470 -1.89976 -0.25070 0.03
S -1.43894 0.95029 0.45512 1.13
H 1.78065 2.88410 0.11380 0.52
H 1.22172 2.02816 1.51127 0.47
H 1.72364 -0.94153 2.33953 0.36
H 0.22007 -1.18223 1.82529 0.07
H 0.79433 -2.13748 -1.17873 0.25
H 2.58432 -1.95728 -0.92861 0.43
H -0.58155 3.19986 0.36546 0.42
H -0.31027 2.43222 -1.08168 0.51
H 2.88315 0.69525 0.39091 0.36
H -4.02888 -2.49815 -0.27886 0.39
H -3.98699 -1.18692 -1.27316 0.35
H -4.10533 -0.77131 0.43984 0.36
H 2.62342 0.09745 -1.88186 0.28
H 2.82853 1.75470 -1.83406 0.25
H -0.84681 -0.11895 -1.54894 0.37
H -1.61547 -1.52748 1.07749 0.11
```

Listing strongest force on any atom for the structures above in their given order: 1.63; 0.65; 1.67; 3.16; 1.11; 6.04 eV/Å.